No. 1
{
  "formula": "C4H10N2S",
  "method": "ωB97M-V with the def2-TZVPD basis set",
  "elements": ["C", "C", "C", "C", "H", "H", "H", "H", "H", "H", "H", "H", "H", "H", "N", "N", "S"],
  "coordinates": [[0.702474, 1.576431, 0.220542], [-1.515121, 0.567447, 0.065024], [0.488155, -0.912392, -0.132452], [-0.023874, -1.914599, 0.867273], [0.406482, 2.347213, -0.505112], [0.502690, 1.899695, 1.241729], [1.757652, 1.396798, 0.120104], [-2.007506, -0.252418, -0.379335], [-1.762097, 0.668456, 1.107581], [-1.758567, 1.530114, -0.403860], [0.720991, -2.644887, 1.073842], [-0.839400, -2.515634, 0.454915], [-0.390994, -1.457155, 1.821597], [0.742094, 0.785549, -2.158323], [-0.022638, 0.389588, -0.104007], [1.302885, -1.258444, -1.008175], [1.696774, -0.205763, -2.281342]],
  "atomic_forces_ev_per_a": [[0.1, -0.1, -0.3], [2.6, 0.9, 0.2], [-1.2, 1.2, 1.4], [-1.0, 0.3, 0.5], [0.2, 0.2, 0.4], [-0.1, 0.2, 0.2], [0.5, 0.0, -0.1], [-0.8, -0.7, -0.5], [-0.3, -0.1, 0.6], [-0.2, -0.4, -0.2], [0.9, -0.4, 0.3], [-0.2, 0.3, -0.1], [0.4, -0.3, -0.9], [0.5, -0.7, 0.0], [-3.0, -0.2, 0.2], [1.5, -0.5, -1.6], [-0.1, 0.2, -0.1]],
  "homo_ev": -8.14,
  "energy_ha": -666.05352,
  "homo_lumo_gap_ev": 8.947,
  "e_above_lowest_kj_mol": 129.8
}


No. 2
{
  "formula": "C6H10O",
  "method": "ωB97M-V with the def2-TZVPD basis set",
  "elements": ["C", "C", "C", "C", "C", "C", "O", "H", "H", "H", "H", "H", "H", "H", "H", "H", "H"],
  "coordinates": [[-2.051317, -0.363507, 0.036889], [-1.154162, 0.762983, -0.437021], [-0.321744, 1.493809, 0.565297], [0.370937, 0.584944, -0.494395], [1.074081, -0.863735, -0.165940], [2.592467, -1.085445, -0.068345], [3.430574, -0.220159, -0.020104], [-3.017134, 0.004653, 0.408862], [-1.582213, -0.920379, 0.854767], [-2.252489, -1.064113, -0.779271], [-1.612636, 1.375870, -1.217568], [-0.250090, 2.583035, 0.469178], [-0.426980, 1.200122, 1.613326], [0.888057, 1.169802, -1.245220], [0.678551, -1.773525, -0.673234], [0.670426, -0.727874, 0.810560], [2.929696, -2.163877, -0.021485]],
  "atomic_forces_ev_per_a": [[0.1, -0.1, 0.0], [0.2, -0.2, -0.2], [0.3, -0.2, -0.1], [0.4, -0.4, -0.4], [-0.7, 1.5, -0.4], [-0.2, 0.8, 0.0], [-0.4, -0.2, 0.0], [0.3, 0.0, -0.1], [-0.1, 0.0, -0.1], [0.0, 0.0, 0.1], [0.3, -0.2, 0.1], [0.3, -0.5, -0.1], [0.2, -0.2, -0.3], [-0.1, -0.1, -0.1], [-0.3, 1.0, 0.3], [0.2, -1.6, 1.5], [-0.5, 0.5, 0.0]],
  "homo_ev": -9.76,
  "energy_ha": -309.77982,
  "homo_lumo_gap_ev": 10.790,
  "e_above_lowest_kj_mol": 164.2
}


No. 3
{
  "formula": "C32H27BrInN6O2S2",
  "method": "ωB97M-V with the def2-TZVPD basis set",
  "elements": ["In", "C", "C", "C", "C", "C", "C", "N", "C", "C", "C", "C", "C", "N", "C", "C", "C", "C", "C", "C", "N", "H", "H", "H", "H", "H", "H", "H", "H", "H", "H", "H", "H", "H", "H", "H", "N", "C", "C", "C", "C", "C", "C", "S", "O", "O", "N", "C", "S", "C", "C", "N", "H", "H", "H", "H", "H", "H", "H", "H", "Br", "C", "C", "C", "C", "C", "C", "H", "H", "H", "H"],
  "coordinates": [[-0.378060, 0.227467, -0.702340], [0.215469, 1.792104, 2.244649], [-0.776675, 0.724460, 2.545367], [-1.329517, 0.566728, 3.809245], [-2.282664, -0.411463, 4.011964], [-2.565784, -1.270243, 2.971471], [-1.929664, -1.159881, 1.758956], [-1.068294, -0.155154, 1.552975], [-2.235084, -2.032317, 0.584242], [-3.128435, -3.103441, 0.648834], [-3.405101, -3.788190, -0.528023], [-2.775401, -3.421050, -1.697238], [-1.890087, -2.339507, -1.675349], [-1.630306, -1.671492, -0.552851], [-1.245553, -1.859630, -2.962178], [-1.169174, -2.585375, -4.130993], [-0.682980, -1.980058, -5.257523], [-0.301758, -0.681095, -5.276587], [-0.349082, 0.008541, -4.045705], [-0.069942, 1.482052, -4.024609], [-0.809413, -0.572837, -2.945903], [0.920847, 1.391865, 1.508078], [0.827947, 2.041567, 3.084525], [-0.260347, 2.686171, 1.848160], [-1.037993, 1.217483, 4.615865], [-2.792033, -0.491924, 4.937993], [-3.349848, -2.033681, 3.101708], [-3.636349, -3.394986, 1.583689], [-4.136919, -4.583287, -0.504962], [-3.102992, -3.879992, -2.604283], [-1.559145, -3.616402, -4.200546], [-0.673169, -2.604221, -6.172779], [-0.002409, -0.163830, -6.161139], [0.884366, 1.721350, -4.542972], [-0.016151, 1.915203, -3.038486], [-0.861605, 1.991041, -4.542089], [4.428740, 0.768296, 5.308555], [3.895721, 0.072829, 4.273361], [4.674926, -0.458186, 3.228121], [4.086612, -1.162020, 2.174490], [2.696596, -1.399289, 2.155711], [1.938768, -0.945207, 3.248506], [2.531438, -0.235727, 4.267556], [1.931847, -2.178745, 0.783331], [0.693323, -2.776210, 1.167849], [2.915214, -2.971718, 0.115492], [1.476320, -0.952518, -0.225523], [2.317545, -0.262252, -1.016222], [3.902162, -0.613046, -1.506438], [3.934530, 0.854522, -2.459761], [2.745987, 1.474713, -2.343687], [1.823887, 0.848092, -1.519733], [5.379759, 1.067786, 5.309443], [3.844164, 1.222769, 5.982032], [5.752927, -0.356465, 3.180444], [4.691240, -1.605596, 1.387024], [0.901609, -1.170849, 3.343938], [1.928867, 0.095259, 5.090463], [4.849323, 1.192139, -2.947784], [2.492685, 2.423522, -2.789482], [-4.162431, 5.751199, -1.444849], [-3.079893, 4.242462, -1.119028], [-1.742837, 4.404471, -0.829904], [-0.952250, 3.279286, -0.614143], [-1.481575, 1.985006, -0.823621], [-2.845164, 1.859561, -1.179742], [-3.666228, 2.996916, -1.302889], [-1.355362, 5.414348, -0.765992], [0.104789, 3.413618, -0.425562], [-3.339264, 0.866823, -1.343974], [-4.710665, 2.888263, -1.599145]],
  "atomic_forces_ev_per_a": [[0.8, -0.9, 0.2], [0.2, -0.4, -0.8], [-0.1, -1.0, -0.3], [-0.2, 0.1, -0.1], [0.6, 0.2, -0.8], [-1.4, -1.3, 0.3], [0.2, 0.7, -0.1], [0.2, 0.6, 0.5], [0.0, 0.1, 0.5], [0.0, 0.1, 0.2], [0.0, 0.1, 0.6], [-0.1, 0.6, 0.3], [0.1, -0.5, -1.0], [-0.5, -0.3, -0.5], [0.0, 0.8, 0.4], [-1.0, -1.3, 1.2], [0.0, -1.4, -2.1], [0.1, 0.7, 1.4], [-0.3, 0.4, -0.7], [1.2, 0.0, -0.3], [0.2, -0.7, 0.8], [0.0, 0.2, -0.1], [0.1, 0.2, 0.7], [0.0, 0.0, 0.0], [0.0, 0.2, 0.0], [-0.3, -0.2, 0.7], [0.6, 0.4, 0.0], [0.5, 0.3, -0.7], [0.0, -0.1, -0.1], [0.3, -0.2, -0.5], [0.4, 0.7, 0.2], [0.1, 0.6, 0.5], [0.2, 0.1, -0.4], [-0.6, -0.2, 0.2], [0.0, -0.1, 0.3], [-0.4, 0.3, -0.4], [0.2, 0.2, 0.3], [0.2, -0.6, -0.5], [-0.2, -0.3, -0.8], [-0.6, -0.2, 0.3], [0.3, 0.5, 0.7], [0.8, -0.1, -0.4], [0.0, 0.1, -0.2], [-0.1, 0.6, -0.6], [-0.5, -0.1, 0.5], [0.5, -0.1, -0.2], [-0.6, -0.3, 0.3], [-0.1, 0.1, 0.3], [0.8, 0.0, -0.3], [0.3, -0.2, 0.3], [-0.1, 0.1, 0.2], [0.1, 0.5, -0.6], [0.3, 0.0, -0.2], [-0.2, -0.1, 0.0], [0.0, 0.2, 0.3], [0.0, 0.2, 0.2], [-0.6, -0.2, -0.2], [-0.3, 0.1, 0.4], [-0.5, -0.2, 0.1], [0.0, 0.0, 0.0], [0.0, 0.3, 0.1], [-0.7, -0.2, -0.5], [0.2, 0.0, 0.4], [-0.6, -0.6, -0.9], [-0.9, 1.0, 0.0], [-0.3, 0.2, 0.3], [0.7, -0.8, 0.0], [0.1, -0.1, 0.1], [0.1, 0.0, 0.2], [0.7, 0.9, 0.1], [0.3, 0.2, 0.2]],
  "homo_ev": -10.27,
  "energy_ha": -5275.05219,
  "homo_lumo_gap_ev": 7.009,
  "e_above_lowest_kj_mol": 0.0,
  "charge": 1
}


No. 4
{
  "formula": "C4H9NO2",
  "method": "ωB97M-V with the def2-TZVPD basis set",
  "elements": ["C", "C", "C", "O", "C", "O", "N", "H", "H", "H", "H", "H", "H", "H", "H", "H"],
  "coordinates": [[2.107153, -1.449432, -0.005868], [0.641389, -1.036768, 0.105212], [0.511920, 0.450154, 0.394308], [-0.857371, 0.836346, 0.559291], [-1.518392, 1.033583, -0.601420], [-1.014995, 0.970466, -1.704575], [-2.831794, 1.300209, -0.360624], [2.654748, -1.229058, 0.918730], [2.196271, -2.522998, -0.196762], [2.611342, -0.925974, -0.827295], [0.116884, -1.265739, -0.829936], [0.148433, -1.598629, 0.909512], [0.996990, 0.709963, 1.339798], [0.949482, 1.044630, -0.413468], [-3.135499, 1.529873, 0.570654], [-3.367844, 1.631603, -1.144532]],
  "atomic_forces_ev_per_a": [[0.1, 0.0, 0.0], [0.0, 0.0, 0.0], [0.3, -0.1, 0.0], [-0.1, 0.0, -0.2], [0.1, 0.1, -0.3], [-0.2, 0.0, 0.4], [-0.1, 0.0, -0.1], [-0.1, 0.0, -0.1], [0.0, 0.1, 0.0], [-0.1, -0.1, 0.1], [0.1, 0.1, 0.2], [0.1, 0.1, -0.1], [-0.1, 0.0, -0.1], [0.0, -0.1, 0.1], [0.1, 0.0, -0.1], [0.0, 0.0, 0.1]],
  "homo_ev": -10.39,
  "energy_ha": -363.08057,
  "homo_lumo_gap_ev": 11.327,
  "e_above_lowest_kj_mol": 13.0
}


- Which formula does entry 3 have?
  C32H27BrInN6O2S2